C3H12N3O | ωB97M-V/def2-TZVPD

Geometry (Å):
C1 -1.60 -0.08 -0.32
O1 -0.42 -0.19 0.30
C2 -1.71 1.19 -1.22
N1 -2.94 1.18 -2.00
H1 -1.85 -0.91 -1.04
H2 -2.47 -0.07 0.38
H3 -1.68 2.05 -0.55
H4 -0.78 1.18 -1.81
H5 -3.09 2.02 -2.53
H6 -2.93 0.41 -2.65
N2 2.31 -0.89 0.05
C3 2.69 -0.87 1.47
N3 1.56 -0.45 2.27
H7 2.53 -1.78 -0.37
H8 1.29 -0.71 -0.03
H9 3.03 -1.87 1.78
H10 3.54 -0.18 1.60
H11 1.79 0.25 2.95
H12 0.72 -0.28 1.72

M   106.15 g/mol
Relative energy (zero: lowest compared OMol25 entry of this formula, charge and spin)   0.386 eV
2S+1   1
Charge   -1
LUMO energy   0.1559 Ha



C5H6O | ωB97M-V/def2-TZVPD

Geometry (Å):
O1 0.94 -1.16 -2.14
C1 0.85 -0.03 -1.72
C2 -0.39 0.56 -1.08
C3 -0.03 0.84 0.36
C4 -0.23 -0.06 1.29
C5 -0.45 -1.01 2.15
H1 0.27 -1.82 2.26
H2 1.74 0.64 -1.72
H3 -1.20 -0.17 -1.15
H4 -0.67 1.48 -1.62
H5 0.51 1.76 0.60
H6 -1.34 -1.03 2.76

M   82.10 g/mol
Structure (SMILES)   C=C=CCC=O
Relative energy (zero: lowest compared OMol25 entry of this formula, charge and spin)   1.793 eV
2S+1   1
Charge   0
LUMO energy   0.0353 Ha



C42H39Co2NO5P | ωB97M-V/def2-TZVPD

Geometry (Å):
C1 1.32 1.27 4.42
C2 0.47 2.52 4.57
C3 -0.92 2.18 5.12
C4 -1.52 0.94 4.50
N1 -2.62 0.51 5.09
C5 -3.42 1.37 6.00
C6 -4.69 0.58 6.33
C7 -4.56 -0.80 5.68
C8 -3.29 -0.80 4.82
C9 -0.81 0.27 3.25
C10 0.69 0.16 3.54
H1 2.32 1.51 4.02
H2 1.51 0.89 5.43
H3 0.96 3.20 5.27
H4 0.36 3.04 3.61
H5 -0.83 2.11 6.22
H6 -1.62 3.02 4.93
H7 -2.86 1.62 6.91
H8 -3.68 2.32 5.50
H9 -4.79 0.50 7.42
H10 -5.57 1.11 5.96
H11 -4.47 -1.59 6.43
H12 -5.43 -1.03 5.05
H13 -3.53 -0.87 3.74
H14 -2.60 -1.62 5.08
H15 -1.29 -0.71 3.08
H16 1.13 0.13 2.53
H17 0.98 -0.79 4.00
O1 -1.74 3.86 -1.01
C11 -1.25 2.82 -1.01
Co1 -0.49 1.24 -1.14
C12 -1.88 0.30 -1.78
O2 -2.85 -0.06 -2.31
C13 0.22 1.81 -2.72
O3 0.52 2.35 -3.71
C14 0.81 0.64 -0.02
C15 -0.35 0.83 0.66
C16 -1.05 1.00 1.99
C17 -2.52 0.66 1.61
C18 -3.48 1.52 2.15
C19 -4.82 1.24 2.01
C20 -5.23 0.13 1.25
C21 -4.28 -0.69 0.64
C22 -2.92 -0.46 0.86
Co2 0.73 -0.88 -1.30
C23 -0.45 -2.02 -1.83
O4 -1.14 -2.89 -2.20
C24 1.83 -1.75 -0.28
O5 2.56 -2.36 0.38
P1 1.92 -0.87 -3.03
C25 1.21 -0.84 -4.72
C26 2.06 -1.08 -5.81
C27 1.55 -1.10 -7.11
C28 0.19 -0.91 -7.32
C29 -0.66 -0.69 -6.23
C30 -0.16 -0.65 -4.92
C31 3.15 0.50 -3.03
C32 3.34 1.33 -4.13
C33 4.27 2.37 -4.07
C34 4.98 2.61 -2.89
C35 4.76 1.80 -1.77
C36 3.87 0.73 -1.85
C37 2.98 -2.38 -3.21
C38 4.37 -2.32 -3.20
C39 5.12 -3.51 -3.23
C40 4.48 -4.74 -3.28
C41 3.08 -4.80 -3.36
C42 2.33 -3.62 -3.34
H18 1.81 1.02 0.21
H19 -0.88 2.04 2.23
H20 -3.13 2.41 2.69
H21 -5.55 1.88 2.50
H22 -6.29 -0.12 1.18
H23 -4.60 -1.52 0.00
H24 -2.18 -1.18 0.49
H25 3.13 -1.25 -5.64
H26 2.23 -1.28 -7.95
H27 -0.22 -0.93 -8.33
H28 -1.73 -0.55 -6.39
H29 -0.82 -0.49 -4.07
H30 2.77 1.17 -5.05
H31 4.43 2.99 -4.95
H32 5.69 3.44 -2.84
H33 5.29 1.99 -0.84
H34 3.74 0.07 -0.98
H35 4.89 -1.36 -3.18
H36 6.21 -3.45 -3.20
H37 5.06 -5.66 -3.26
H38 2.57 -5.76 -3.43
H39 1.24 -3.66 -3.44

M   786.62 g/mol
Relative energy (zero: lowest compared OMol25 entry of this formula, charge and spin)   3.761 eV
2S+1   1
Charge   -1
LUMO energy   0.0767 Ha



C5H6O2 | ωB97M-V/def2-TZVPD

Geometry (Å):
O1 -1.89 -1.23 -0.39
C1 -1.05 -0.38 -0.17
C2 -1.30 1.11 0.04
O2 -0.05 1.67 0.39
C3 1.00 0.82 -0.05
C4 0.99 -1.75 0.17
C5 0.42 -0.57 -0.02
H1 -2.01 1.27 0.85
H2 -1.71 1.55 -0.88
H3 1.85 0.96 0.63
H4 0.38 -2.65 0.17
H5 2.06 -1.87 0.33
H6 1.32 1.08 -1.07

M   98.10 g/mol
Structure (SMILES)   C=C1COCC1=O
Relative energy (zero: lowest compared OMol25 entry of this formula, charge and spin)   1.189 eV
2S+1   1
Charge   0
LUMO energy   0.0023 Ha